Entry w
This record from the OMol25 dataset describes a cluster of 9 separate species, C4H26N2O9 in total. The level of theory is ωB97M-V/def2-TZVPD.

Calculated values
HOMO level (eV): -10.0034
Gap between HOMO and LUMO (eV): 10.152
E_LUMO (eV): 0.15
SMILES: NCCCNC=O.O.O.O.O.O.O.O.O

Structure (ORCA input):
```
! RIJCOSX wB97M-V def2-TZVPD def2/J DEFGRID3
* xyz 0 1
O 1.0401 0.3912 -1.1532
C 0.1381 -0.4219 -1.3134
N -1.0990 -0.0009 -0.9820
C -2.4147 -0.7145 -1.1208
C -2.3011 -2.1386 -0.5365
C -2.8051 -2.1691 0.8972
N -1.6000 -1.6762 1.7213
H 0.0961 -1.2402 -2.0476
H -1.1599 0.9622 -0.6789
H -3.2068 -0.1476 -0.6496
H -2.7129 -0.8630 -2.1940
H -1.2888 -2.5158 -0.6502
H -2.8319 -2.8268 -1.1878
H -3.0092 -3.1891 1.1859
H -3.6528 -1.4894 1.0256
H -1.5147 -0.6800 1.5700
H -1.7338 -1.8215 2.7155
H 1.4825 0.8810 3.3576
H 0.6191 0.3776 4.4347
O 1.3567 0.0712 3.8922
H 2.6926 0.2524 -0.6851
H 3.6869 1.2333 0.1705
O 3.3352 0.3503 0.0403
H 0.5463 3.5907 -0.8485
H -0.6867 4.3503 -0.4441
O -0.4252 3.4861 -0.7809
H 1.4978 -4.0435 -0.6165
H 1.5888 -2.6567 -0.5077
O 1.3700 -3.2909 -1.2119
H 2.1541 0.9757 1.2154
H 0.7150 1.5802 0.9970
O 1.4858 1.5959 1.5813
H 2.4689 2.7814 -0.2891
H 2.2051 3.0244 -1.7662
O 2.4772 3.4772 -0.9585
H 0.4375 -2.0049 1.2809
H 1.8919 -1.9646 1.8567
O 1.2229 -2.5465 1.4607
H -0.0439 3.3933 -2.8238
H -1.4290 2.9236 -2.7667
O -0.5932 2.7038 -3.1898
*
```



Entry x
This record from the OMol25 dataset describes a cluster of 9 separate species, C4H26N2O9 in total. The level of theory is ωB97M-V/def2-TZVPD.

Calculated values
HOMO level (eV): -9.1840
Gap between HOMO and LUMO (eV): 9.383
E_LUMO (eV): 0.20
SMILES: CN(C=O)CCN.O.O.O.O.O.O.O.O

Structure (ORCA input):
```
! RIJCOSX wB97M-V def2-TZVPD def2/J DEFGRID3
* xyz 0 1
C -0.9376 1.1675 -1.4053
N -0.0541 0.3675 -0.7156
C 0.1522 0.5837 0.7584
C 0.7520 -0.8141 -1.2320
C 0.7959 -0.8984 -2.7667
N -0.2179 -1.8034 -3.3667
O -1.6093 2.0021 -0.7946
H -1.2262 0.7790 -2.4158
H -0.7715 0.9798 1.1871
H 1.0971 1.2477 1.0284
H 0.3572 -0.3619 1.2585
H 1.8210 -0.8071 -0.7672
H 0.2240 -1.7124 -0.7480
H 0.4880 0.1588 -3.2131
H 1.7994 -1.2608 -3.1120
H 0.2529 -2.3606 -4.1226
H -0.7177 -2.2563 -2.7129
H -0.4798 4.1167 2.3179
H 0.6203 3.7608 1.1593
O 0.3569 3.9812 2.0486
H 2.7671 1.7118 0.1413
H 3.0200 0.6715 1.0971
O 3.2556 0.9754 0.3054
H -2.8727 -2.3182 1.5978
H -3.3841 -0.8444 1.5808
O -3.0999 -1.5412 2.1316
H 1.7083 -2.9902 1.9578
H 1.3486 -4.0900 1.0300
O 1.3476 -3.1282 1.1344
H 1.0747 3.8980 -0.7055
H -0.0543 2.9938 -0.2056
O 0.9431 3.1510 -0.1200
H 1.2484 1.8426 2.8697
H 1.5311 0.9486 4.1608
O 1.2638 0.9356 3.2427
H -1.1595 -2.3957 -0.4036
H -0.2770 -3.5026 0.1295
O -0.9676 -3.3903 -0.4471
H -3.9413 -0.3494 -1.1377
H -2.9575 0.6599 -0.4064
O -3.4971 -0.1078 -0.3389
*
```



The most stable of them is entry w.



Entry w
This record from the OMol25 dataset describes a structure of composition C29H31N4O2RhS4Si2. The level of theory is ωB97M-V/def2-TZVPD.

Calculated values
HOMO level (eV): -1.5473
Gap between HOMO and LUMO (eV): 5.854
E_LUMO (eV): 4.31

Structure (ORCA input):
```
! RIJCOSX wB97M-V def2-TZVPD def2/J DEFGRID3
* xyz -2 1
Rh -0.9669 0.2827 0.3606
C 0.3661 -0.7496 3.6636
Si -0.6074 0.4912 2.6418
C -2.2151 0.6414 3.6169
C 0.3263 2.1245 2.9534
C 0.5055 2.6905 4.2254
C 1.1790 3.8926 4.3936
C 1.7089 4.5454 3.2822
C 1.5583 3.9842 2.0222
C 0.8611 2.7811 1.8344
Si 0.5404 2.0022 0.1196
C -0.2219 3.4120 -0.8675
C 2.2497 1.7265 -0.6093
H 0.2891 -0.4807 4.7250
H 1.4195 -0.7599 3.3881
H -0.0240 -1.7625 3.5316
H -1.9896 0.8932 4.6595
H -2.7489 -0.3135 3.5960
H -2.8718 1.4120 3.2032
H 0.1138 2.1796 5.1023
H 1.2902 4.3256 5.3830
H 2.2305 5.4900 3.4030
H 1.9856 4.4979 1.1637
H 0.2921 4.3586 -0.6603
H -1.2776 3.5180 -0.6006
H -0.1756 3.1984 -1.9384
H 2.7408 2.6846 -0.8226
H 2.1815 1.1493 -1.5361
H 2.8766 1.1673 0.0901
S 0.4472 -1.3773 -0.3975
C 1.3469 -2.2411 0.8688
C 0.8043 -3.3789 1.4677
C 1.5479 -4.1297 2.3731
C 2.8464 -3.7592 2.6975
C 3.3936 -2.6218 2.1144
C 2.6502 -1.8743 1.2118
H -0.2225 -3.6391 1.2356
H 1.1028 -5.0041 2.8357
H 3.4234 -4.3445 3.4048
H 4.4002 -2.3097 2.3719
H 3.0686 -0.9846 0.7558
C -5.4198 1.9255 0.1227
N -4.8776 0.6286 0.4758
C -5.6376 -0.5172 0.4975
C -5.1089 -1.7211 0.7613
C -3.6566 -1.8402 1.0240
O -3.1415 -2.8935 1.3755
N -2.9633 -0.6730 0.8520
C -3.5163 0.4981 0.6413
O -2.7442 1.4983 0.5840
H -6.4996 1.9068 0.2675
H -5.1922 2.1772 -0.9151
H -4.9754 2.6903 0.7558
H -6.6914 -0.3711 0.2949
H -5.7165 -2.6141 0.7776
S -0.8101 -3.5494 -5.9131
C -0.6304 -2.3392 -4.7654
S -1.9179 -1.9468 -3.7083
C -1.1046 -0.5076 -3.1420
N 0.0777 -0.3952 -3.6586
N 0.3489 -1.4410 -4.5430
C 1.7021 -1.4254 -5.0393
C 2.2201 -2.4217 -5.8560
C 3.5391 -2.3393 -6.2928
C 4.3517 -1.2833 -5.9230
C 3.8311 -0.2995 -5.0951
C 2.5187 -0.3643 -4.6522
S -1.8750 0.5739 -2.0546
H 1.6017 -3.2513 -6.1512
H 3.9239 -3.1256 -6.9315
H 5.3746 -1.2236 -6.2746
H 4.4481 0.5321 -4.7783
H 2.1162 0.3940 -4.0000
*
```



Entry x
This record from the OMol25 dataset describes a structure of composition C29H31N4O2RhS4Si2. The level of theory is ωB97M-V/def2-TZVPD.

Calculated values
HOMO level (eV): -1.5963
Gap between HOMO and LUMO (eV): 5.828
E_LUMO (eV): 4.23

Structure (ORCA input):
```
! RIJCOSX wB97M-V def2-TZVPD def2/J DEFGRID3
* xyz -2 1
Rh 0.0183 0.0070 0.9922
C -0.4977 3.4458 -0.1870
Si -1.0995 1.6396 -0.2148
C -2.9474 1.8305 0.2273
C -1.0785 1.1932 -2.0686
C -1.7945 1.8771 -3.0546
C -1.7397 1.4878 -4.3858
C -0.9550 0.3986 -4.7508
C -0.2361 -0.2857 -3.7806
C -0.2871 0.0969 -2.4379
Si 0.6760 -0.7837 -1.0495
C 2.5010 -0.4712 -1.4814
C 0.5095 -2.6401 -1.3684
H -1.0607 4.0206 -0.9312
H 0.5640 3.5155 -0.4331
H -0.6558 3.9115 0.7887
H -3.3828 2.6903 -0.2939
H -3.0703 1.9921 1.3026
H -3.5203 0.9427 -0.0521
H -2.4127 2.7284 -2.7792
H -2.3080 2.0259 -5.1382
H -0.9111 0.0837 -5.7889
H 0.3676 -1.1404 -4.0752
H 2.7059 -0.9179 -2.4610
H 3.1496 -0.9484 -0.7415
H 2.7523 0.5890 -1.5279
H 1.0740 -2.8936 -2.2736
H -0.5320 -2.9295 -1.5011
H 0.9311 -3.2015 -0.5365
S 1.3748 -1.8103 2.1432
C 0.3167 -3.1478 2.5597
C 0.5314 -4.4418 2.0611
C -0.3051 -5.4978 2.3910
C -1.3923 -5.3036 3.2349
C -1.6112 -4.0325 3.7556
C -0.7691 -2.9797 3.4334
H 1.3737 -4.6031 1.3998
H -0.1098 -6.4818 1.9769
H -2.0533 -6.1260 3.4842
H -2.4505 -3.8556 4.4207
H -0.9344 -1.9958 3.8552
C -4.5649 -3.1416 0.0445
N -3.7959 -2.2177 0.8518
C -4.2455 -1.8591 2.0874
C -3.5620 -1.0145 2.8700
C -2.2973 -0.5003 2.3712
O -1.5927 0.2916 3.0134
N -1.8373 -0.9470 1.1691
C -2.5742 -1.7174 0.3358
O -2.2419 -2.0333 -0.7973
H -5.6087 -2.8234 -0.0041
H -4.5162 -4.1548 0.4531
H -4.1376 -3.1404 -0.9534
H -5.1890 -2.3026 2.3842
H -3.9059 -0.7189 3.8490
S 2.0822 6.2737 3.9418
C 1.6720 4.7651 3.3256
S 2.7573 3.9332 2.2626
C 1.6242 2.6035 2.0938
N 0.5553 2.7795 2.7973
N 0.5794 3.9909 3.4801
C -0.6068 4.2479 4.2379
C -0.7072 5.3083 5.1342
C -1.8899 5.5020 5.8362
C -2.9702 4.6525 5.6637
C -2.8535 3.5883 4.7794
C -1.6854 3.3764 4.0679
S 1.9982 1.2913 1.0678
H 0.1254 5.9759 5.2764
H -1.9546 6.3334 6.5283
H -3.8886 4.8117 6.2163
H -3.6759 2.8979 4.6371
H -1.5924 2.5210 3.4150
*
```



The most stable of them is entry x.



Entry w
This record from the OMol25 dataset describes the molecule CH3NOS. The level of theory is ωB97M-V/def2-TZVPD.

Calculated values
HOMO level (eV): -10.0339
Gap between HOMO and LUMO (eV): 10.603
E_LUMO (eV): 0.57
SMILES: O=CNS

Structure (ORCA input):
```
! RIJCOSX wB97M-V def2-TZVPD def2/J DEFGRID3
* xyz 0 1
C 0.9924 -0.2565 -0.2160
H -1.8672 -0.6550 1.0886
H -0.0151 1.5853 0.0489
H 0.5756 -1.2676 -0.4676
N -0.1206 0.5637 -0.1591
O 2.1463 0.0451 -0.0828
S -1.7114 -0.0149 -0.2120
*
```



Entry x
This record from the OMol25 dataset describes the molecule CH3NOS. The level of theory is ωB97M-V/def2-TZVPD.

Calculated values
HOMO level (eV): -9.3404
Gap between HOMO and LUMO (eV): 8.340
E_LUMO (eV): -1.00
SMILES: C[N+]([O-])=S

Structure (ORCA input):
```
! RIJCOSX wB97M-V def2-TZVPD def2/J DEFGRID3
* xyz 0 1
C 0.2322 0.3720 -0.5938
N -0.2834 -0.3874 0.5273
O -1.0377 -1.3304 0.2682
S 0.2579 -0.0175 2.0521
H 0.6985 1.1988 -0.0759
H -0.6660 0.5822 -1.0845
H 0.7986 -0.4176 -1.0934
*
```



Entry y
This record from the OMol25 dataset describes the molecule CH3NOS. The level of theory is ωB97M-V/def2-TZVPD.

Calculated values
HOMO level (eV): -9.6772
Gap between HOMO and LUMO (eV): 10.480
E_LUMO (eV): 0.80

Structure (ORCA input):
```
! RIJCOSX wB97M-V def2-TZVPD def2/J DEFGRID3
* xyz 0 1
C 1.1412 -0.0587 0.4156
N 0.3167 0.7397 -0.0294
O -1.5325 -1.0654 -0.0702
S -1.3639 0.3584 -0.0291
H 2.0925 0.3924 0.4125
H 0.7754 -1.1223 0.6737
H -1.4293 0.7559 -1.3731
*
```



Entry z
This record from the OMol25 dataset describes a cluster of 3 separate species, CH3NOS in total. The level of theory is ωB97M-V/def2-TZVPD.

Calculated values
HOMO level (eV): -9.4665
Gap between HOMO and LUMO (eV): 9.854
E_LUMO (eV): 0.39

Structure (ORCA input):
```
! RIJCOSX wB97M-V def2-TZVPD def2/J DEFGRID3
* xyz 0 1
C -0.2482 0.9408 0.8341
N -0.3932 1.2573 -0.4261
O -1.4516 -1.1429 -0.2319
S -1.7315 0.2470 0.0298
H 1.7142 -1.0122 0.2257
H 1.8279 -1.7260 0.7121
H 0.2824 1.4360 -1.1438
*
```



The most stable of them is entry w.



Entry w
This record from the OMol25 dataset describes the molecule C6H4O. The level of theory is ωB97M-V/def2-TZVPD.

Calculated values
HOMO level (eV): -8.9875
Gap between HOMO and LUMO (eV): 8.432
E_LUMO (eV): -0.56

Structure (ORCA input):
```
! RIJCOSX wB97M-V def2-TZVPD def2/J DEFGRID3
* xyz 0 1
C 3.1236 0.3515 0.4779
C 1.8992 0.0484 0.1580
C 0.5248 0.0720 0.6688
C -0.4168 1.0075 0.3420
C -1.5028 0.2846 -0.2336
C -1.1652 -1.0303 -0.1549
O 0.0229 -1.1837 0.4419
H 1.7847 -0.3771 -0.8650
H -0.2877 2.0820 0.3864
H -2.3684 0.6947 -0.7282
H -1.6143 -1.9495 -0.4932
*
```



Entry x
This record from the OMol25 dataset describes the molecule C6H4O. The level of theory is ωB97M-V/def2-TZVPD.

Calculated values
HOMO level (eV): -10.1399
Gap between HOMO and LUMO (eV): 10.030
E_LUMO (eV): -0.11
SMILES: C#CC(=O)C#CC

Structure (ORCA input):
```
! RIJCOSX wB97M-V def2-TZVPD def2/J DEFGRID3
* xyz 0 1
C -2.1495 -0.0260 -0.9899
C -0.8760 0.5420 -0.5997
C 0.1416 0.9145 -0.0604
C 0.9973 0.7434 1.0956
O 0.6919 1.1716 2.1869
C 2.1294 -0.1471 0.8777
C 3.0234 -0.9341 0.6947
H -2.4787 0.2866 -1.9804
H -2.8908 0.2759 -0.2444
H -2.0540 -1.1170 -0.9702
H 3.8248 -1.6214 0.5383
*
```



Entry y
This record from the OMol25 dataset describes the molecule C6H4O. The level of theory is ωB97M-V/def2-TZVPD.

Calculated values
HOMO level (eV): -8.8854
Gap between HOMO and LUMO (eV): 8.589
E_LUMO (eV): -0.30
SMILES: O=C/C=C\C1=C=C1

Structure (ORCA input):
```
! RIJCOSX wB97M-V def2-TZVPD def2/J DEFGRID3
* xyz 0 1
C 0.2591 -0.6676 1.9545
C -1.1372 -0.6017 2.1124
C -0.4696 -0.8367 0.8616
C -0.1515 -0.9684 -0.5378
C 0.1477 0.0963 -1.2989
C -0.1581 1.4789 -0.8804
O -0.9634 1.7646 -0.0192
H 1.2743 -0.5321 2.2814
H 0.0666 -1.9872 -0.8533
H 0.7265 -0.0190 -2.2074
H 0.4056 2.2728 -1.4129
*
```



Entry z
This record from the OMol25 dataset describes the molecule C6H4O. The level of theory is ωB97M-V/def2-TZVPD.

Calculated values
HOMO level (eV): -10.1872
Gap between HOMO and LUMO (eV): 9.935
E_LUMO (eV): -0.25
SMILES: C#CC(=O)C#CC

Structure (ORCA input):
```
! RIJCOSX wB97M-V def2-TZVPD def2/J DEFGRID3
* xyz 0 1
C -2.5172 -0.2010 -0.7975
C -1.1867 0.1264 -0.2971
C -0.1010 0.3800 0.1645
C 1.1555 0.7445 0.7866
O 1.3124 1.7961 1.3730
C 2.2752 -0.1779 0.6531
C 3.3464 -0.7072 0.5046
H -2.8699 0.5535 -1.5073
H -3.2192 -0.2318 0.0418
H -2.5216 -1.1768 -1.2912
H 4.3261 -1.1058 0.3695
*
```



The most stable of them is entry z.



Entry w
This record from the OMol25 dataset describes a cluster of 2 separate species, C2H8S2 in total. The level of theory is ωB97M-V/def2-TZVPD.

Calculated values
HOMO level (eV): -9.0041
Gap between HOMO and LUMO (eV): 9.741
E_LUMO (eV): 0.74
SMILES: CCS.S

Structure (ORCA input):
```
! RIJCOSX wB97M-V def2-TZVPD def2/J DEFGRID3
* xyz 0 1
S -1.0794 -3.1125 -0.4851
H -1.6253 -2.0481 0.1518
H -2.2519 -3.6351 -0.8084
C 0.0461 0.8091 0.9045
C 0.7824 1.6269 -0.1157
S 1.8360 0.5080 -1.2116
H 0.6721 -0.0209 1.2143
H -0.8901 0.3910 0.5190
H -0.2685 1.4153 1.7586
H 0.2902 2.3017 -0.8029
H 1.5722 2.2064 0.3668
H 0.9162 -0.4418 -1.4914
*
```



Entry x
This record from the OMol25 dataset describes a cluster of 2 separate species, C2H8S2 in total. The level of theory is ωB97M-V/def2-TZVPD.

Calculated values
HOMO level (eV): -8.5514
Gap between HOMO and LUMO (eV): 9.283
E_LUMO (eV): 0.73
SMILES: CSC.S

Structure (ORCA input):
```
! RIJCOSX wB97M-V def2-TZVPD def2/J DEFGRID3
* xyz 0 1
S -2.9876 1.4980 0.4933
H -1.7468 1.8903 0.4424
H -3.1232 1.3406 -0.8421
C 0.7009 -1.2382 -1.0746
S 1.6687 -1.4395 0.4613
C 1.0350 0.1687 1.1147
H 0.0545 -0.4708 -0.8916
H 1.3027 -1.0403 -1.9281
H 0.2083 -2.2343 -1.2491
H 0.0338 -0.0548 1.4910
H 0.9584 0.9527 0.3302
H 1.8956 0.6275 1.6526
*
```



Entry y
This record from the OMol25 dataset describes a cluster of 2 separate species, C2H8S2 in total. The level of theory is ωB97M-V/def2-TZVPD.

Calculated values
HOMO level (eV): -8.6358
Gap between HOMO and LUMO (eV): 9.555
E_LUMO (eV): 0.92
SMILES: CSC.S

Structure (ORCA input):
```
! RIJCOSX wB97M-V def2-TZVPD def2/J DEFGRID3
* xyz 0 1
S 3.3852 -1.9137 1.2857
H 2.1818 -1.3925 1.0056
H 3.1160 -3.0437 0.6362
C -0.3695 0.5013 -1.5641
S 0.0858 0.9167 0.1258
C -1.5282 0.9267 0.9278
H 0.3019 1.0237 -2.2421
H -1.4078 0.7287 -1.7873
H -0.2412 -0.5700 -1.7548
H -2.0754 0.0145 0.7257
H -1.3512 0.9999 2.0030
H -2.0974 1.8085 0.6386
*
```



The most stable of them is entry y.